1.
The following is a quantum chemistry calculation of 2 unconnected molecules or ions with the total composition C2H3N2O2S in a non-equilibrium geometry, from the OMol25 dataset.

Computed properties:
energy above the lowest of the compared OMol25 structures with the same formula, charge and spin	4.018	eV
2S+1	1
gap between HOMO and LUMO (alpha / beta)	0.2284 / 0.2281	hartree
charge	-1
molecular weight	119.12	g mol⁻¹
lowest unoccupied orbital energy (alpha / beta)	0.1320 / 0.1320	Ha

Atoms and positions in Å:
H -0.72224 2.02738 -0.30485
O 0.04754 -2.28648 -1.54833
N -0.64631 1.04335 0.05404
N 0.64986 0.85969 -3.10710
H 2.34658 -0.51911 -0.98827
O -1.43858 -1.56690 0.18949
C 0.40759 0.49368 -2.04867
S 0.14594 -1.51866 -0.37849
C -0.11819 0.24943 -0.79102
H -1.68759 -0.87960 0.87314

2.
The following is a quantum chemistry calculation of a molecular structure, C19H32Cl4NO5PPd, from the OMol25 dataset.

Computed properties:
<S²>	6.0512
energy above the lowest of the compared OMol25 structures with the same formula, charge and spin	1.228	eV
2S+1	5
gap between HOMO and LUMO (alpha / beta)	0.2673 / 0.2009	hartree
molecular weight	633.67	g mol⁻¹
lowest unoccupied orbital energy (alpha / beta)	-0.0045 / -0.1156	Ha

Atoms and positions in Å:
H -0.19043 4.57805 -0.29857
H -2.52840 -1.79482 3.32007
O 3.51741 2.06941 -0.19818
H 0.07926 -0.14360 -1.83801
H -2.27804 0.44738 0.43470
H -1.40291 2.19028 -5.73686
H -1.50866 -0.69953 -1.28088
H -0.62372 0.48263 3.80561
H 3.90355 -0.98593 2.22888
H -1.01403 1.49076 2.41225
O 2.92078 0.67388 -1.98643
H -1.54927 -2.81709 2.27550
H 1.96915 -3.38384 1.52247
C 3.10091 -0.86157 1.49787
C -0.50373 -1.01857 -1.54457
P 0.36993 -0.71243 1.09296
C 1.72199 -0.56492 3.52146
Cl -4.38041 1.92488 -1.01141
H 3.35396 -1.46402 0.63031
C 1.78451 -1.29634 2.17181
H -2.30314 0.69484 3.33287
H 2.64993 -0.78156 4.05488
N 0.69469 0.84388 0.80400
Cl -4.12136 1.74487 -6.35551
C -3.48129 1.97697 -2.46492
H 3.08302 0.18568 1.19429
H 1.65297 0.51418 3.38588
C 1.62432 -2.09816 -0.99863
C -1.53916 -1.90379 2.86698
H 2.63412 -3.02080 3.10528
O 3.26548 2.95816 -2.35995
C 0.22389 -1.80228 -0.43504
H -2.58171 -1.30212 0.38643
C -4.10450 1.84880 -3.67150
C 0.80989 4.21362 -0.07772
Cl 3.73657 1.81850 -1.61804
C -1.95807 2.12692 -4.81167
C -1.26567 -0.64770 2.02870
C -3.33697 1.91464 -4.84086
Cl 0.35753 2.56368 -3.55907
C -2.42233 -0.44846 1.03912
H 1.59233 4.70857 -0.64848
H -1.54290 -3.02990 0.03502
H 1.02572 4.18186 0.98640
C -1.28470 0.58421 2.95089
H -5.17312 1.70297 -3.73462
H 0.90118 -0.90550 4.15012
H 1.49022 -2.57074 -1.97520
C -0.48488 -3.14140 -0.19269
H -0.02141 -3.72065 0.60604
O -1.49063 2.22559 -1.23865
H -0.82411 -2.02457 3.67891
C -1.32161 2.26311 -3.60802
O 5.10961 1.55809 -1.87180
C 1.80237 -2.80695 2.42886
H 2.18952 -2.79273 -0.38125
H -0.57405 -1.67524 -2.41516
H -0.41044 -3.73290 -1.10895
H 2.20559 -1.19169 -1.15351
C -2.03903 2.16256 -2.34500
Pd 0.93491 2.17188 -0.71616
H 0.89176 -3.16891 2.90586
H -3.33636 -0.31211 1.62287

3.
The following is a quantum chemistry calculation of a molecular structure, CdH12O10P in a non-equilibrium geometry, from the OMol25 dataset.

Computed properties:
energy above the lowest of the compared OMol25 structures with the same formula, charge and spin	0.207	eV
2S+1	1
gap between HOMO and LUMO	0.1535	hartree
charge	-1
molecular weight	315.47	g mol⁻¹
lowest unoccupied orbital energy	0.0577	Ha

Atoms and positions in Å:
P -1.05212 -1.59129 1.09991
Cd 0.18608 0.33356 -0.13820
H -0.13995 1.95520 2.16553
H -0.41880 -0.99913 -2.77707
O -3.18933 1.30433 1.53443
O -1.63309 -0.37874 0.18746
O -1.64604 -2.92311 0.72184
H 1.09221 -0.87115 -2.59421
O 0.54606 -1.50140 0.76240
O 0.25070 -0.59147 -2.22179
O 0.51916 1.34678 1.82052
H -1.09520 2.66598 -1.56078
H 1.13049 -3.82337 -0.92773
H 0.34075 2.91690 -1.08602
H -2.60635 0.60378 1.11132
H -2.61210 2.05845 1.66825
O -1.41163 -1.29831 2.54198
H 1.11253 -2.34504 -0.54761
H 3.23182 1.55319 -0.42156
H 2.74718 0.16663 -0.83943
O 2.43428 1.03690 -0.56304
H 1.09136 1.13116 2.56104
O 1.42740 -2.97136 -1.25660
O -0.30543 2.22154 -1.24066

4.
The following is a quantum chemistry calculation of a gas-phase ion, C9H16NOS (charge +1) in a non-equilibrium geometry, from the OMol25 dataset.

Computed properties:
SMILES	CO\C(=C/C=C\C=C\C[NH3+])SC
energy above the lowest of the compared OMol25 structures with the same formula, charge and spin	2.783	eV
2S+1	1
gap between HOMO and LUMO	0.3496	hartree
charge	+1
molecular weight	186.30	g mol⁻¹
lowest unoccupied orbital energy	-0.1047	Ha

Atoms and positions in Å:
C 0.68604 -1.08385 -2.11554
H -2.26224 -1.73300 1.79339
C 0.66578 -0.49017 1.21458
H 0.61648 2.68449 -0.61150
H 1.07965 -0.33754 -2.77304
H -0.81269 0.06112 2.81365
H -3.47881 2.01228 -1.95731
H -1.85946 -0.29798 0.71244
C 0.80939 1.65965 -0.64769
C -0.46988 -0.83170 2.20889
H 0.58074 -1.13071 0.31363
O -0.30164 -0.50903 -1.33876
H -0.29899 -1.63289 2.86170
H 2.95950 1.93814 -1.01728
H -1.25870 -1.85402 0.40584
H -3.60479 0.18203 -2.07526
N -1.51754 -1.22486 1.25431
C -0.14739 0.75729 -0.77852
H 0.21208 -2.08934 -2.55385
S -1.90765 1.27706 -0.47801
H 2.07071 0.34122 2.62513
C -2.91658 1.05073 -2.03416
H 1.50696 -1.42517 -1.53694
C 2.26242 1.31897 -0.46829
C 1.79350 0.13285 1.64994
C 2.69613 0.61184 0.60756
H 3.78804 0.56536 0.79486
H -2.27053 0.93885 -2.94977

5.
The following is a quantum chemistry calculation of a single C4H11NO2 molecule in a non-equilibrium geometry, from the OMol25 dataset.

Computed properties:
SMILES	C[C@H](O)[C@@H](N)CO
energy above the lowest of the compared OMol25 structures with the same formula, charge and spin	1.347	eV
2S+1	1
gap between HOMO and LUMO	0.3856	hartree
molecular weight	105.14	g mol⁻¹
lowest unoccupied orbital energy	0.0298	Ha

Atoms and positions in Å:
H 1.77452 0.19018 0.09417
H 0.76115 2.13200 -0.63883
N 1.31776 -0.41018 -0.57676
H -1.67548 0.91650 0.46463
H 0.27929 2.70892 0.99634
O -0.32777 0.43945 1.84807
C -0.59928 0.77231 0.46705
H -0.58826 -0.22076 -1.41307
H -0.84397 2.73543 -0.31960
H 0.68125 -2.66993 -1.04266
C -0.12513 -0.35915 -0.45268
H 1.63303 -0.13147 -1.49331
H 0.46101 -0.12395 1.90587
C -0.02106 2.16396 0.10792
O -0.28280 -2.68600 -1.01202
H -0.12798 -2.04217 0.91964
H -1.69588 -1.67811 0.15672
C -0.62039 -1.73703 -0.01146

6.
The following is a quantum chemistry calculation of a molecular structure, C13H9AuF3NO8S2, from the OMol25 dataset.

Computed properties:
energy above the lowest of the compared OMol25 structures with the same formula, charge and spin	0.099	eV
2S+1	1
gap between HOMO and LUMO	0.2646	hartree
charge	-2
molecular weight	625.31	g mol⁻¹
lowest unoccupied orbital energy	0.1618	Ha

Atoms and positions in Å:
C -1.35523 -0.28202 1.50630
O -1.76805 -2.41870 -3.71867
C -0.45080 -1.32564 1.73892
O -2.03258 -3.41684 2.02630
H 2.20094 0.47467 2.89412
F 4.48707 2.27677 -0.30346
H -1.07886 1.62825 -1.53360
C -0.04709 1.33856 -1.36574
C 1.44497 -0.37726 -1.20194
O -3.09448 -1.29276 -5.10822
C 3.27269 2.83571 -0.47393
O 0.38385 -3.71723 2.23454
H -3.23178 -1.16096 -3.09511
S -3.05591 -0.37169 0.85502
Au -1.26089 -2.78327 -1.77467
C 0.92325 2.28320 -1.06834
F 3.41727 3.78967 -1.42557
N 0.20977 0.03715 -1.44504
C 0.81955 -1.02491 2.23401
H 0.57519 2.33001 2.54338
F 2.98571 3.49265 0.67082
O -3.87520 -0.52249 2.04423
C 2.21480 1.83825 -0.83289
O -3.21251 0.92754 0.20079
H 1.59894 -1.45069 -1.24432
C -2.72801 -1.59503 -3.97972
O -0.54820 -3.40046 0.06816
C 0.29865 1.30447 2.32303
H 1.49883 -1.84805 2.40199
C 1.20358 0.27383 2.51838
H -1.66894 1.80962 1.62773
H 3.48148 0.10220 -0.69248
C 2.49131 0.48511 -0.89414
S -0.72550 -3.10486 1.52184
O -3.08622 -1.48637 -0.07023
H 0.66955 3.33296 -1.00098
C -0.95714 1.01858 1.81948

no.,electronic energy (hartree)
1,-736.07552
2,-3483.71442
3,-1268.80840
4,-880.32160
5,-364.21866
6,-2389.26228